Density functional theory data (the ωB97M-V functional and the def2-TZVPD basis) for C4H10NO in the gas phase in a non-equilibrium geometry.

```
16
Properties=species:S:1:pos:R:3:lowdin_charge:R:1
O -0.922 -1.037 1.907 0.01
N -0.383 0.767 0.220 -0.03
C 0.517 -0.049 -0.610 -0.52
C -0.311 -0.761 -1.625 -0.10
C 1.580 0.814 -1.322 -0.07
C -0.565 0.278 1.740 -0.28
H -1.064 -1.440 -1.247 0.07
H 0.209 -1.422 -2.322 0.08
H -1.337 0.564 -0.131 0.08
H -0.775 0.006 -2.294 0.10
H 0.940 -0.796 0.030 0.12
H -1.234 1.042 2.335 0.14
H 0.540 0.377 2.061 0.15
H 2.122 0.059 -1.977 0.09
H 2.260 1.172 -0.516 0.07
H 1.070 1.676 -1.829 0.09
```

Values from the calculation:
2S+1	2
energy relative to the best compared isomer or geometry (same formula, charge and spin)	26.4	kcal per mole
net charge	0
gap between HOMO and LUMO (alpha / beta)	10.579 / 7.531	eV
lowest unoccupied orbital energy (alpha / beta)	1.1 / -1.8	eV